[1]
Entry from the Open Molecules 2025 dataset: a structure of composition C20H46O2P4Re at a distorted geometry (wB97M-V/def2-TZVPD).

E_LUMO (spin up / spin down)	-15.525 / -15.594	eV
multiplicity	4
frontier orbital gap (spin up / spin down)	5.30 / 4.73	eV
total charge	+4
relative energy (zero: lowest compared OMol25 entry of this formula, charge and spin)	3.498	eV
strongest force on any atom	7.63	eV Å⁻¹

CARTESIAN COORDINATES (ANGSTROEM)
Re -0.44262 -0.12688 -0.59126
P -0.20024 -0.19579 1.71208
P -0.83214 -2.39983 -0.44625
P -0.43634 2.32191 -0.33043
H -3.62495 -2.06148 -3.43529
C -3.13910 -1.51699 -4.26232
C -1.91673 -1.73200 -4.77643
H -1.26845 -2.56724 -4.51299
C -1.79948 -0.14323 2.64763
C 0.63053 -1.59908 2.59157
C 0.70552 1.11509 2.66870
C -1.33476 -3.06569 -2.05849
C 0.59153 -3.51966 -0.16503
C -2.14988 -3.09021 0.63321
C -0.69979 3.42431 -1.77551
C 1.08063 3.17422 0.29301
C -1.79667 2.92302 0.76685
H -3.81140 -0.83418 -4.80222
H -1.59868 -1.10838 -5.61535
H -1.63932 -0.56996 3.64523
H -2.56694 -0.72321 2.12852
H -2.13419 0.89586 2.74855
H 0.68039 -1.34195 3.65717
H 1.65741 -1.72868 2.22686
H 0.07905 -2.53919 2.49414
H 0.10996 2.02750 2.80215
H 1.65531 1.36709 2.17825
H 0.94506 0.73433 3.67208
H -1.60569 -4.12657 -1.99692
H -0.51254 -2.94193 -2.77054
H -2.18809 -2.50137 -2.42981
H 0.21641 -4.50979 0.12171
H 1.26492 -3.15095 0.61258
H 1.15371 -3.61320 -1.10063
H -2.58980 -3.96416 0.13400
H -2.94225 -2.35016 0.79086
H -1.74695 -3.39673 1.60599
H -0.49647 4.45438 -1.45344
H -1.72724 3.35924 -2.15368
H -0.00531 3.15909 -2.58217
H 1.20938 4.13081 -0.22918
H 1.96766 2.55929 0.09820
H 1.01154 3.37099 1.36665
H -2.10301 3.91563 0.40772
H -1.47867 2.99911 1.81465
H -2.65363 2.24028 0.69467
C -2.13761 0.86465 -3.04878
C -3.47152 0.86293 -2.55501
C -4.43837 1.61387 -3.21665
C -4.11142 2.34410 -4.35455
C -2.79430 2.40543 -4.80631
C -1.81462 1.63393 -4.20263
O -1.17786 0.12302 -2.49594
H -2.09112 -0.06575 -0.46736
H -3.70098 0.18912 -1.72362
H -5.46193 1.60595 -2.83833
H -4.89447 2.86458 -4.90189
H -2.52726 3.08725 -5.60809
H -0.78693 1.58964 -4.57339
C 3.59925 0.17151 -2.53854
P 3.19471 -0.26155 -0.84714
C 3.86485 -1.88476 -0.48379
C 3.99838 0.94555 0.22890
O 1.67394 -0.25300 -0.64078
H 4.63961 -0.11014 -2.75549
H 3.48380 1.25326 -2.69330
H 2.92450 -0.36055 -3.22188
H 4.91284 -1.92963 -0.80487
H 3.83030 -2.08204 0.59435
H 3.30901 -2.67090 -1.00583
H 3.79956 1.97881 -0.08612
H 3.68309 0.81324 1.27261
H 5.08599 0.78719 0.17661

Let us look at the Mulliken charges, expressed in e, one per atom: number 1, Re, carries 2.731; number 2, P, carries 0.690; number 3, P, carries 0.712; number 4, P, carries 0.963; number 5, H, carries 0.433; number 6, C, carries -0.514; number 7, C, carries -0.570; number 8, H, carries 0.433; number 9, C, carries -1.229; number 10, C, carries -1.383; number 11, C, carries -1.155; number 12, C, carries -0.896; number 13, C, carries -1.234; number 14, C, carries -1.357; number 15, C, carries -1.563; number 16, C, carries -0.897; number 17, C, carries -1.422; number 18, H, carries 0.408; number 19, H, carries 0.331; number 20, H, carries 0.482; number 21, H, carries 0.178; number 22, H, carries 0.405; number 23, H, carries 0.661; number 24, H, carries 0.326; number 25, H, carries 0.351; number 26, H, carries 0.374; number 27, H, carries 0.261; number 28, H, carries 0.601; number 29, H, carries 0.518; number 30, H, carries 0.381; number 31, H, carries -0.283; number 32, H, carries 0.468; number 33, H, carries 0.297; number 34, H, carries 0.397; number 35, H, carries 0.483; number 36, H, carries 0.354; number 37, H, carries 0.428; number 38, H, carries 0.637; number 39, H, carries 0.345; number 40, H, carries 0.432; number 41, H, carries 0.549; number 42, H, carries -0.296; number 43, H, carries 0.484; number 44, H, carries 0.501; number 45, H, carries 0.432; number 46, H, carries 0.393; number 47, C, carries 0.122; number 48, C, carries -0.008; number 49, C, carries -0.737; number 50, C, carries -0.652; number 51, C, carries -0.651; number 52, C, carries -0.365; number 53, O, carries -0.527; number 54, H, carries -0.188; number 55, H, carries 0.513; number 56, H, carries 0.506; number 57, H, carries 0.534; number 58, H, carries 0.521; number 59, H, carries 0.555; number 60, C, carries -1.176; number 61, P, carries 0.770; number 62, C, carries -1.051; number 63, C, carries -1.138; number 64, O, carries -1.311; number 65, H, carries 0.479; number 66, H, carries 0.375; number 67, H, carries 0.335; number 68, H, carries 0.518; number 69, H, carries 0.365; number 70, H, carries 0.305; number 71, H, carries 0.401; number 72, H, carries 0.374; number 73, H, carries 0.490


[2]
Entry from the Open Molecules 2025 dataset: a cluster of 6 separate species, C20H47BN2O7P in total (wB97M-V/def2-TZVPD).

E_LUMO	-1.982	eV
frontier orbital gap	9.02	eV
total charge	+1
strongest force on any atom	0.74	eV Å⁻¹

CARTESIAN COORDINATES (ANGSTROEM)
C -4.38747 1.58711 -0.45251
C -3.51623 2.10208 0.66506
O -3.56265 1.16093 1.76860
B -2.64901 1.16087 2.73588
O -1.50158 1.87760 2.83600
P -3.01369 -0.21576 4.09641
C -1.84115 -0.07376 5.47973
N -1.95001 1.31071 5.93595
C -3.11537 -1.85812 3.34613
C -2.20515 -1.96264 2.11120
N -0.85250 -1.44608 2.29100
H -4.10789 0.56952 -0.72445
H -4.25870 2.22509 -1.32752
H -5.43967 1.60853 -0.17146
H -3.87267 3.06361 1.03724
H -2.48073 2.22133 0.33990
H -1.66085 2.83236 3.00588
H -4.24884 0.03951 4.69804
H -0.83982 -0.36268 5.15161
H -2.14684 -0.76987 6.26053
H -1.22051 1.87632 5.51950
H -1.82711 1.36624 6.93941
H -2.91969 -2.62773 4.09638
H -4.15256 -1.99276 3.02890
H -2.68543 -1.45969 1.27705
H -2.16318 -3.01656 1.83024
H -0.65745 -0.60696 1.76536
H -0.53771 -1.33646 3.24231
C -0.83110 -2.00694 -1.84773
C -2.33268 -2.03337 -1.91452
O -3.02368 -2.11896 -0.91941
C -2.94163 -1.96876 -3.29097
H -0.49602 -2.06933 -0.81336
H -0.43081 -2.85056 -2.41423
H -0.45272 -1.09126 -2.30784
H -2.58021 -2.80514 -3.89169
H -2.63261 -1.04942 -3.79209
H -4.02602 -2.00447 -3.22292
C 1.02712 4.83714 -0.59885
C 0.36418 3.48234 -0.65605
O -0.42491 3.19252 -1.52495
C 0.72076 2.51197 0.44224
H 0.68150 5.45552 -1.42351
H 0.80225 5.32392 0.35193
H 2.11109 4.72465 -0.65610
H 0.41027 2.92571 1.40292
H 1.79879 2.34711 0.47641
H 0.21061 1.56569 0.27605
C 2.38115 -4.32394 -5.38880
C 1.97525 -4.18627 -3.94201
O 0.81057 -4.23493 -3.60839
C 3.08979 -3.99655 -2.95046
H 1.50127 -4.46015 -6.01243
H 2.92615 -3.43393 -5.70867
H 3.05103 -5.17754 -5.50561
H 3.66604 -3.10436 -3.19839
H 3.77936 -4.83764 -2.99178
H 2.68159 -3.90496 -1.94615
C 7.79643 -4.62359 -4.61599
C 7.39713 -4.45860 -3.17079
O 6.23756 -4.48059 -2.82477
C 8.51662 -4.26684 -2.17882
H 6.91157 -4.75451 -5.23383
H 8.35304 -3.74718 -4.95256
H 8.45127 -5.48962 -4.72621
H 9.09698 -3.37919 -2.43671
H 9.19397 -5.12192 -2.21138
H 8.10967 -4.16092 -1.17659
C -1.92042 6.84456 3.57503
C -1.99248 5.66308 2.65339
O -1.98122 4.52529 3.08744
C -2.09545 5.94312 1.18084
H -1.85593 6.51419 4.60808
H -1.04961 7.45384 3.32676
H -2.80421 7.47082 3.44272
H -1.24067 6.53777 0.85491
H -2.99140 6.53350 0.98109
H -2.13474 5.01596 0.61240

Let us look at the Mulliken charges, expressed in e, one per atom: number 1, C, carries -1.394; number 2, C, carries 0.439; number 3, O, carries -0.312; number 4, B, carries 0.219; number 5, O, carries -0.215; number 6, P, carries 0.169; number 7, C, carries -0.607; number 8, N, carries -0.566; number 9, C, carries -0.730; number 10, C, carries -0.302; number 11, N, carries -0.542; number 12, H, carries 0.217; number 13, H, carries 0.422; number 14, H, carries 0.339; number 15, H, carries 0.269; number 16, H, carries -0.066; number 17, H, carries 0.492; number 18, H, carries 0.119; number 19, H, carries 0.360; number 20, H, carries 0.488; number 21, H, carries 0.198; number 22, H, carries 0.256; number 23, H, carries 0.444; number 24, H, carries 0.455; number 25, H, carries 0.075; number 26, H, carries 0.427; number 27, H, carries 0.245; number 28, H, carries 0.251; number 29, C, carries -0.704; number 30, C, carries 0.920; number 31, O, carries -0.559; number 32, C, carries -1.308; number 33, H, carries 0.156; number 34, H, carries 0.105; number 35, H, carries 0.357; number 36, H, carries 0.390; number 37, H, carries 0.329; number 38, H, carries 0.337; number 39, C, carries -1.233; number 40, C, carries 0.844; number 41, O, carries -0.556; number 42, C, carries -0.571; number 43, H, carries 0.325; number 44, H, carries 0.184; number 45, H, carries 0.414; number 46, H, carries 0.129; number 47, H, carries 0.541; number 48, H, carries -0.051; number 49, C, carries -1.167; number 50, C, carries 0.876; number 51, O, carries -0.601; number 52, C, carries -1.047; number 53, H, carries 0.320; number 54, H, carries 0.337; number 55, H, carries 0.339; number 56, H, carries 0.303; number 57, H, carries 0.339; number 58, H, carries 0.281; number 59, C, carries -1.042; number 60, C, carries 0.779; number 61, O, carries -0.491; number 62, C, carries -1.105; number 63, H, carries 0.246; number 64, H, carries 0.328; number 65, H, carries 0.326; number 66, H, carries 0.333; number 67, H, carries 0.329; number 68, H, carries 0.287; number 69, C, carries -1.299; number 70, C, carries 0.813; number 71, O, carries -0.575; number 72, C, carries -0.976; number 73, H, carries 0.323; number 74, H, carries 0.357; number 75, H, carries 0.355; number 76, H, carries 0.358; number 77, H, carries 0.420; number 78, H, carries 0.058


[3]
Entry from the Open Molecules 2025 dataset: a structure of composition C20H47BiO7SSi at a distorted geometry (wB97M-V/def2-TZVPD).

E_LUMO	-6.452	eV
frontier orbital gap	8.64	eV
total charge	+2
relative energy (zero: lowest compared OMol25 entry of this formula, charge and spin)	0.517	eV
strongest force on any atom	4.27	eV Å⁻¹

CARTESIAN COORDINATES (ANGSTROEM)
Bi 8.82421 13.28353 9.22518
C 12.03160 14.16189 9.67630
O 11.15755 12.99736 9.54711
C 11.50600 11.97813 10.44062
C 10.41290 10.91831 10.62560
O 9.29193 11.70794 10.93098
C 8.16000 11.03303 11.56334
C 7.12663 12.06458 11.92073
O 6.70270 12.75989 10.72115
C 5.28203 12.85316 10.28555
H 11.80346 14.91806 8.98846
H 13.04658 13.78426 9.43936
H 12.06208 14.52380 10.71892
H 11.75604 12.44494 11.40411
H 12.37903 11.46970 10.07683
H 10.60164 10.22836 11.46452
H 10.29412 10.32332 9.68798
H 8.43039 10.50781 12.47611
H 7.71824 10.30855 10.85028
H 7.47009 12.80410 12.64605
H 6.28724 11.58289 12.45970
H 4.69215 13.56424 10.93150
H 4.81416 11.90101 10.42949
H 5.31174 13.16723 9.25447
C 7.40784 16.36864 6.08361
C 8.78665 15.76444 6.37568
C 8.94200 14.43937 5.60639
C 9.87026 16.82907 6.05990
O 8.95598 15.39082 7.83792
Si 9.01451 16.51618 9.07126
S 8.88288 15.15079 10.77152
O 7.79460 17.58497 9.00039
C 6.45672 17.64485 9.59500
C 6.53751 18.30191 11.04497
C 5.64796 18.53701 8.72270
C 5.92454 16.24503 9.77057
O 10.43130 17.30354 9.03401
C 11.01019 18.41784 9.79500
C 9.90794 19.45747 10.05315
C 12.18613 18.97333 8.95612
C 11.64446 17.87318 11.02812
H 7.35173 16.64979 4.93933
H 7.34504 17.30874 6.64563
H 6.62348 15.67658 6.36419
H 8.86105 14.79346 4.54048
H 8.16986 13.75640 5.97414
H 9.91321 14.01881 5.68807
H 9.91462 17.10716 4.96979
H 10.85994 16.43022 6.35430
H 9.77753 17.78421 6.50485
H 6.66765 19.38947 11.01099
H 7.25903 17.87036 11.65374
H 5.60131 18.20128 11.61127
H 6.02511 19.57453 8.75816
H 4.64667 18.56107 9.09671
H 5.70761 18.21586 7.70227
H 6.38557 15.76904 10.62106
H 6.30853 15.59687 8.97842
H 4.86003 16.13378 9.78368
H 9.47206 19.70745 9.07743
H 10.31375 20.35487 10.57295
H 9.16935 19.08796 10.73205
H 11.69420 19.60916 8.09596
H 12.80806 18.25670 8.51991
H 12.84032 19.65832 9.54452
H 10.81681 17.27880 11.56908
H 11.92515 18.65256 11.68676
H 12.48976 17.24151 10.73513
C 6.26160 9.89466 6.29196
C 6.58930 11.32570 6.81367
O 6.87393 11.39968 8.21309
H 6.03424 10.05747 5.19854
H 5.38433 9.40536 6.78727
H 7.06004 9.17287 6.29126
H 5.72740 11.98872 6.62645
H 7.43420 11.68688 6.24684
H 6.27953 10.74446 8.63950

Let us look at the Mulliken charges, expressed in e, one per atom: number 1, Bi, carries 1.699; number 2, C, carries -0.855; number 3, O, carries -0.398; number 4, C, carries -0.433; number 5, C, carries -0.645; number 6, O, carries -0.454; number 7, C, carries -0.472; number 8, C, carries -0.723; number 9, O, carries -0.031; number 10, C, carries -0.896; number 11, H, carries 0.151; number 12, H, carries 0.418; number 13, H, carries 0.425; number 14, H, carries 0.424; number 15, H, carries 0.441; number 16, H, carries 0.423; number 17, H, carries 0.280; number 18, H, carries 0.512; number 19, H, carries 0.174; number 20, H, carries 0.292; number 21, H, carries 0.484; number 22, H, carries 0.254; number 23, H, carries 0.476; number 24, H, carries 0.216; number 25, C, carries -1.033; number 26, C, carries 1.184; number 27, C, carries -1.756; number 28, C, carries -1.617; number 29, O, carries 0.070; number 30, Si, carries 0.651; number 31, S, carries -0.891; number 32, O, carries 0.091; number 33, C, carries 1.732; number 34, C, carries -1.833; number 35, C, carries -1.748; number 36, C, carries -1.311; number 37, O, carries 0.008; number 38, C, carries 1.604; number 39, C, carries -1.589; number 40, C, carries -1.607; number 41, C, carries -1.384; number 42, H, carries 0.437; number 43, H, carries 0.056; number 44, H, carries 0.308; number 45, H, carries 0.450; number 46, H, carries 0.157; number 47, H, carries 0.409; number 48, H, carries 0.481; number 49, H, carries 0.314; number 50, H, carries 0.326; number 51, H, carries 0.438; number 52, H, carries 0.440; number 53, H, carries 0.422; number 54, H, carries 0.363; number 55, H, carries 0.463; number 56, H, carries 0.418; number 57, H, carries 0.429; number 58, H, carries -0.214; number 59, H, carries 0.592; number 60, H, carries 0.348; number 61, H, carries 0.509; number 62, H, carries 0.280; number 63, H, carries 0.306; number 64, H, carries 0.416; number 65, H, carries 0.401; number 66, H, carries 0.174; number 67, H, carries 0.554; number 68, H, carries 0.290; number 69, C, carries -1.346; number 70, C, carries -0.177; number 71, O, carries -0.204; number 72, H, carries 0.371; number 73, H, carries 0.400; number 74, H, carries 0.337; number 75, H, carries 0.323; number 76, H, carries 0.234; number 77, H, carries 0.161


The lowest total charge belongs to which entry? C20H47BN2O7P


The lowest total charge belongs to which entry? C20H47BN2O7P


The lowest strongest force on any atom belongs to which entry? C20H47BN2O7P


Which of these has the highest total charge? C20H46O2P4Re